1.
{
  "formula": "C3H3NO",
  "method": "wB97M-V/def2-TZVPD",
  "elements": ["O", "C", "C", "C", "N", "H", "H", "H"],
  "xyz": [[2.40185, 0.21840, -0.18855], [1.23269, 0.10576, -0.07490], [0.02206, 0.73250, 0.20955], [-0.86555, -0.36491, -0.26427], [0.37259, -0.83583, 0.35838], [-0.34403, 1.24268, 1.18187], [-1.79651, -0.79659, 0.16121], [-1.02310, -0.30201, -1.38329]],
  "forces_ev_per_a": [[1.0, 0.3, -0.5], [2.4, 0.1, -0.4], [-4.2, 1.6, 3.6], [-0.7, -0.2, -2.5], [-1.4, -1.6, 0.0], [1.3, -0.4, -1.7], [0.9, 1.0, 0.5], [0.7, -0.8, 1.1]],
  "homo_ha": -0.380,
  "smiles": "O=C1[C@H]2CN12",
  "energy_ev": -6693.7687,
  "de_lowest_kcal_mol": 62.8,
  "lumo_ev": 0.774
}

2.
{
  "formula": "C29H51LaNO2SSi2",
  "method": "wB97M-V/def2-TZVPD",
  "elements": ["O", "O", "C", "C", "H", "H", "H", "H", "H", "C", "C", "H", "H", "H", "H", "H", "C", "C", "C", "H", "H", "H", "H", "H", "C", "H", "H", "H", "H", "H", "H", "La", "C", "Si", "H", "H", "C", "C", "C", "C", "Si", "H", "H", "C", "C", "C", "H", "H", "H", "H", "H", "H", "H", "H", "H", "H", "H", "H", "H", "H", "H", "H", "H", "H", "S", "C", "C", "C", "C", "C", "C", "N", "C", "C", "C", "C", "C", "C", "C", "H", "H", "H", "H", "H", "H", "H", "H"],
  "xyz": [[-1.39719, 0.76715, -0.83135], [1.48754, 2.27066, -3.26260], [-2.13479, 0.23405, -1.99487], [-3.61893, 0.17026, -1.72679], [-1.68137, -0.74386, -2.16675], [-1.88215, 0.88737, -2.83341], [-3.84838, -0.46602, -0.86522], [-4.13970, -0.23336, -2.59911], [-4.03380, 1.16152, -1.53167], [-1.83315, 2.09038, -0.34595], [-1.91587, 3.11462, -1.45690], [-1.08255, 2.39142, 0.40477], [-2.81692, 1.96754, 0.13590], [-0.99507, 3.17762, -2.04955], [-2.11019, 4.08277, -0.99028], [-2.76174, 2.92354, -2.12144], [2.65682, 3.05106, -2.92511], [1.05069, 2.44669, -4.62073], [2.34412, 4.24203, -2.04714], [3.16365, 3.40327, -3.84158], [3.32264, 2.35392, -2.40155], [1.70407, 4.95838, -2.57340], [3.28936, 4.74041, -1.81003], [1.85990, 3.92853, -1.11633], [0.63188, 3.86680, -4.94422], [0.21234, 1.74963, -4.74098], [1.84936, 2.13853, -5.31968], [-0.07200, 4.26294, -4.20411], [0.14537, 3.86694, -5.92387], [1.50013, 4.53270, -4.99444], [0.70803, 0.37616, -1.92472], [-0.51247, -0.35959, 1.08459], [1.52720, -0.23264, -1.48123], [2.60360, -1.00563, -2.85318], [2.13147, 0.44337, -0.86360], [1.12583, -1.07233, -0.87867], [1.50108, -1.40000, -4.31761], [3.44146, -2.57354, -2.25862], [4.04344, -0.00868, -3.52997], [-1.36230, -2.46624, 0.26627], [-1.04781, -3.79211, 1.53673], [-0.91122, -2.76728, -0.69941], [-2.43762, -2.28212, 0.05363], [0.50670, -4.75740, 1.09713], [-2.51612, -4.94808, 1.71400], [-0.62992, -3.05953, 3.23473], [4.41869, -0.52994, -4.42337], [4.86485, 0.03231, -2.80285], [3.79676, 1.01255, -3.83640], [0.75049, -2.15824, -4.05399], [2.12059, -1.79354, -5.13743], [0.98436, -0.49932, -4.67661], [2.80461, -3.15798, -1.58265], [4.38307, -2.34449, -1.73945], [3.68948, -3.19882, -3.12836], [-3.02545, -5.09393, 0.75129], [-3.25341, -4.53878, 2.42034], [-2.21733, -5.93963, 2.08583], [-1.50770, -2.64195, 3.74536], [0.16136, -2.28849, 3.22321], [-0.24825, -3.87654, 3.86945], [0.50724, -5.70473, 1.65323], [1.41099, -4.20052, 1.38034], [0.57280, -4.99215, 0.02802], [-0.92261, 0.69951, 5.91010], [-2.53691, 0.15901, 5.44643], [-3.60856, -0.16021, 6.27349], [-4.78006, -0.64959, 5.67245], [-4.88685, -0.77210, 4.27810], [-3.82333, -0.41284, 3.44327], [-2.64459, 0.03432, 4.04948], [-1.42484, 0.23362, 3.37084], [-0.43018, 0.54676, 4.23948], [0.94301, 0.77170, 3.83014], [1.88830, 1.26130, 4.76763], [3.19746, 1.48036, 4.35912], [3.57440, 1.23645, 3.03534], [2.63583, 0.74993, 2.09752], [1.33423, 0.51554, 2.49252], [-3.50986, 0.00136, 7.34652], [-5.64107, -0.91837, 6.28544], [-5.82169, -1.13135, 3.84269], [-3.86403, -0.48168, 2.35047], [1.57898, 1.48890, 5.78982], [3.92748, 1.85329, 5.07688], [4.59932, 1.42680, 2.72201], [2.93697, 0.54962, 1.06264]],
  "forces_ev_per_a": [[-0.9, 0.9, -0.4], [0.2, 0.5, -0.4], [0.4, 0.4, 0.4], [-0.1, -0.1, 0.0], [-0.1, 0.1, 0.1], [-0.1, -0.1, 0.0], [0.1, 0.0, -0.2], [0.1, 0.0, 0.1], [0.0, -0.1, -0.1], [-0.1, -0.5, -0.5], [0.0, 0.3, 0.1], [-0.2, -0.1, -0.2], [0.3, 0.1, 0.0], [-0.1, -0.1, 0.2], [0.1, 0.0, -0.1], [0.1, -0.1, 0.0], [-0.2, -0.4, -0.1], [0.2, -0.1, 0.3], [0.0, 0.1, -0.1], [-0.1, -0.3, 0.2], [0.0, 0.3, -0.1], [0.1, -0.1, 0.2], [-0.2, 0.0, 0.1], [0.1, 0.1, -0.1], [-0.1, 0.1, -0.1], [0.1, 0.1, 0.0], [-0.2, 0.0, 0.2], [0.1, -0.1, -0.1], [0.1, 0.1, 0.1], [-0.2, -0.1, 0.0], [0.6, -0.5, 0.3], [-0.4, 0.4, 0.0], [-0.2, 0.3, -0.2], [0.3, -0.2, -0.6], [-0.1, -0.2, 0.1], [0.2, 0.1, -0.3], [-0.2, 0.0, 0.1], [-0.1, -0.1, 0.2], [0.0, 0.4, 0.1], [0.1, -1.0, -0.4], [0.0, -0.4, -0.4], [-0.1, -0.1, 0.3], [0.3, 0.0, 0.2], [0.0, 0.0, -0.1], [-0.2, -0.2, 0.2], [-0.2, 0.1, 0.2], [-0.1, 0.0, 0.3], [-0.1, 0.1, -0.2], [0.1, -0.3, 0.0], [0.1, 0.1, -0.2], [-0.2, 0.1, 0.2], [0.1, -0.2, 0.0], [0.2, 0.0, -0.1], [-0.3, -0.1, -0.1], [-0.1, 0.1, 0.2], [0.2, 0.0, 0.2], [0.1, -0.1, -0.2], [-0.1, 0.3, 0.0], [0.1, 0.0, 0.0], [-0.1, -0.2, 0.0], [-0.1, 0.3, -0.2], [0.1, 0.2, -0.1], [-0.1, -0.1, -0.1], [0.0, 0.0, 0.2], [-0.6, -0.6, -1.0], [-0.1, 0.2, -0.2], [-0.4, 0.0, -0.3], [0.3, 0.3, 0.2], [0.2, 0.2, -0.3], [0.0, 0.0, 0.5], [0.8, -0.4, 0.0], [0.8, 0.6, 1.8], [-1.6, -0.1, -0.7], [1.5, 0.5, 0.2], [-0.5, -0.2, -0.5], [0.0, 0.0, -0.1], [-0.2, -0.2, -0.5], [0.9, 0.5, 1.0], [-0.6, -0.5, 0.1], [-0.2, -0.2, -0.2], [0.3, 0.1, -0.1], [0.3, 0.1, 0.1], [-0.2, -0.1, 0.4], [0.2, -0.1, -0.2], [-0.2, -0.1, -0.2], [-0.1, 0.0, 0.1], [0.1, 0.1, 0.5]],
  "homo_ha": -0.375,
  "charge": 1,
  "energy_ev": -63931.4123,
  "de_lowest_kcal_mol": 0.0,
  "lumo_ev": -2.932
}